C28H31HgN2O9S | ωB97M-V/def2-TZVPD

```
72
C28H31HgN2O9S ωB97M-V/def2-TZVPD
Hg 0.80139 -0.50003 -0.97629
O 2.85413 -4.34709 0.24571
C 2.38957 -3.20269 0.27558
O 2.08189 -2.49894 -0.72882
C 2.10848 -2.61289 1.68151
C 0.59019 -2.48192 1.94785
C 0.34041 -2.52838 3.46054
C 0.90375 -1.15177 3.88823
C 1.29017 -0.54735 2.52891
O 0.29984 -1.10736 1.66463
C 2.59329 -1.17317 2.02163
C 3.27263 -0.34209 0.91039
O 4.49776 -0.27667 0.93551
O 2.53867 0.34003 0.10534
H 2.54219 -3.32274 2.39060
H -0.04385 -3.12274 1.33817
H -0.72893 -2.59882 3.66479
H 0.84526 -3.37108 3.93454
H 0.14054 -0.54265 4.37346
H 1.76298 -1.22759 4.55670
H 1.24967 0.53763 2.47036
H 3.33823 -1.22761 2.82135
C -0.82877 -0.81047 -3.80436
O 0.57144 -0.66334 -3.74341
C 1.02270 0.51530 -4.37630
C 2.50894 0.63539 -4.13139
O 2.64620 1.00273 -2.79247
C 3.95540 1.33043 -2.39319
H -1.16224 -0.89753 -4.85012
H -1.33398 0.03879 -3.33210
H -1.08374 -1.71494 -3.25213
H 0.53254 1.39229 -3.93715
H 0.80553 0.48519 -5.46033
H 2.93961 1.39694 -4.80500
H 3.00952 -0.32409 -4.33556
H 4.38252 2.08653 -3.07050
H 4.60338 0.44487 -2.37973
H 3.89653 1.71088 -1.38038
C -0.65611 4.27375 4.44128
C -0.75194 3.80729 3.01235
C -1.92889 3.95491 2.28897
C -2.00642 3.54586 0.96372
C -0.90181 2.97355 0.35151
C 0.28509 2.81591 1.06106
C 0.35186 3.23393 2.37740
S -0.97120 2.38613 -1.34005
O -2.13167 3.02116 -1.93777
O 0.31723 2.72468 -1.89982
N -1.06867 0.81730 -1.25837
C -2.25606 0.11162 -1.03622
C -3.48355 0.70113 -0.73343
C -4.60850 -0.08066 -0.50808
C -4.53642 -1.46002 -0.57365
C -3.31766 -2.09706 -0.86343
C -3.18734 -3.51039 -0.92520
C -1.92490 -4.06014 -1.19826
C -0.84683 -3.23442 -1.39722
N -0.94355 -1.88047 -1.36563
C -2.15965 -1.30175 -1.09874
H -1.64137 4.31894 4.90729
H -0.21349 5.27265 4.50174
H -0.03112 3.60298 5.03174
H -2.80010 4.39044 2.76811
H -2.91798 3.67178 0.39698
H 1.14003 2.35370 0.58311
H 1.27588 3.10403 2.92976
H -3.57124 1.77548 -0.71906
H -5.55197 0.40590 -0.28637
H -5.41396 -2.07249 -0.39448
H -4.05335 -4.13415 -0.73797
H -1.77788 -5.13341 -1.24215
H 0.14972 -3.62124 -1.56564
```

Its electronic energy is -2423.8792 Ha. As for the multiplicity: 2. The energy above the lowest of the compared OMol25 structures with the same formula, charge and spin is 43.2 kJ/mol. Its net charge is -2. The molar mass comes out at 772.2 Da. As for the expectation value of S²: 0.768. The HOMO-LUMO gap (spin up / spin down) comes out at 3.68 / 6.11 eV.

C20H21CuN3O3S | ωB97M-V/def2-TZVPD

```
49
C20H21CuN3O3S ωB97M-V/def2-TZVPD
C 4.05448 -0.73598 -4.08665
C 3.72283 -2.20659 -4.35775
H 3.68849 -0.09181 -4.89354
H 5.13587 -0.58229 -4.00303
H 3.59666 -0.39194 -3.15282
H 2.64635 -2.39225 -4.27464
H 4.03465 -2.50441 -5.36478
H 4.22983 -2.86547 -3.64444
C -1.62833 2.69806 -0.87774
C -2.61868 3.67120 -0.80913
C -3.94724 3.27038 -0.67676
C -4.23656 1.91215 -0.61790
H -0.57306 2.93970 -0.98110
H -2.34620 4.72011 -0.85914
H -4.74693 4.00246 -0.61993
H -5.26336 1.58029 -0.51505
N -1.90373 1.38490 -0.82134
C -3.19435 0.98206 -0.69234
C -3.40107 -0.47362 -0.63889
N -2.27586 -1.24333 -0.72619
C -2.40409 -2.58341 -0.68288
C -4.78561 -2.44430 -0.46323
C -3.63012 -3.21971 -0.55329
H -1.47894 -3.14338 -0.75627
H -3.66973 -4.30328 -0.52402
C -4.66245 -1.06154 -0.50719
H -5.54502 -0.43626 -0.43896
H -5.76233 -2.90635 -0.36079
Cu -0.48998 -0.21935 -0.91518
C 0.64604 -1.91212 -0.98231
H 0.28573 -2.48929 -1.84401
H 0.45423 -2.44795 -0.04343
H 1.71572 -1.73202 -1.08672
O 0.36691 -1.56595 4.73148
S 0.39108 -0.08623 4.32579
O -0.84990 0.62649 4.88451
N -0.12266 -0.25490 2.65214
C 0.73769 0.26995 1.85273
O 0.61797 0.26459 0.51533
C 1.91383 0.87632 2.48976
C 2.98471 1.50770 1.84860
C 4.02600 2.02877 2.63089
C 3.98437 1.91112 4.03377
C 2.89811 1.27365 4.66092
C 1.87467 0.76366 3.85812
H 3.01430 1.59562 0.76932
H 4.86356 2.52214 2.15269
H 4.79214 2.31515 4.62901
H 2.85999 1.17726 5.73639
```

Its electronic energy is -3203.2686 Ha. As for the multiplicity: 2. The energy above the lowest of the compared OMol25 structures with the same formula, charge and spin is 0.0 kJ/mol. The molar mass comes out at 447.0 Da. As for the expectation value of S²: 0.754. The HOMO-LUMO gap (spin up / spin down) comes out at 6.76 / 7.25 eV.

C21H64N4O11 | ωB97M-V/def2-TZVPD

```
100
C21H64N4O11 ωB97M-V/def2-TZVPD
N -0.55952 1.07530 0.40501
C 0.01965 -0.05487 0.19192
N 0.37936 -0.58280 1.32631
O 0.44073 -0.52623 -1.00054
H -0.80892 1.48531 -0.50470
H -1.08599 1.46730 1.21502
H 0.97172 -1.40207 1.15331
H 0.51771 0.04299 2.14519
N -2.02580 1.51366 2.98980
C -2.74747 0.43445 2.92991
N -2.24572 -0.54040 2.31221
O -3.99242 0.45629 3.52517
H -2.56289 2.28069 3.40197
H -1.01334 1.43530 3.04741
H -2.63469 -1.45732 2.54214
H -1.31435 -0.59736 1.86813
C 1.31744 -4.61020 2.94007
C 0.27962 -3.60026 3.15940
C 0.76294 -2.35665 3.81655
O -0.32289 -3.21142 2.12283
H 1.44532 -5.21921 3.80860
H 2.26728 -4.09463 2.80762
H 1.03588 -5.28293 2.10740
H -0.46882 -4.20618 3.58694
H 1.42185 -1.81066 3.20568
H 1.40970 -2.61431 4.59233
H -0.13136 -1.74204 4.04008
H -0.14840 -2.26517 2.02908
C -1.88611 4.00402 0.59718
C -2.22147 5.45613 0.48826
C -3.00589 5.78393 -0.77277
O -2.79888 5.99714 1.44371
H -2.76176 3.48164 0.20139
H -1.64525 3.76571 1.62109
H -1.12049 3.77297 -0.12430
H -1.18547 5.83897 0.43721
H -3.93919 5.29325 -0.71182
H -2.48209 5.37511 -1.64700
H -3.16969 6.80484 -0.81819
H -3.67604 5.63709 1.66310
C 2.87199 1.43091 0.02233
C 2.43811 2.81572 0.54159
C 2.05705 3.73997 -0.61887
O 1.39240 2.87349 1.21905
H 2.70338 0.55779 0.61588
H 3.87825 1.37471 -0.38255
H 2.38435 1.03195 -0.79168
H 3.21883 3.27260 1.19108
H 2.74453 3.49321 -1.39922
H 2.22247 4.77922 -0.20838
H 0.98583 3.69207 -0.88946
H 0.75364 2.20394 0.86854
C 1.04249 -5.34409 -0.96124
C -0.10526 -4.37523 -1.05727
C -0.97423 -4.80476 -2.30514
O -0.92407 -4.34592 -0.08007
H 0.95580 -5.99365 -1.83394
H 1.05178 -5.99594 -0.10392
H 2.10247 -4.95487 -0.99599
H 0.22059 -3.36152 -1.26056
H -1.01583 -5.95068 -2.35529
H -0.48689 -4.56219 -3.28254
H -1.89462 -4.25821 -2.21241
H -0.53617 -4.02124 0.73583
C 1.88122 0.70835 -3.51848
C 1.13822 0.66903 -4.86207
C -0.22691 0.07537 -4.59504
O 1.04037 1.72029 -5.53716
H 2.86578 0.99599 -3.69131
H 1.94217 -0.34427 -3.27009
H 1.38637 1.22499 -2.70770
H 1.61947 0.01137 -5.49009
H -0.68375 -0.30347 -5.45228
H -0.92710 0.90542 -4.26434
H -0.27030 -0.65057 -3.78977
H 1.26762 1.51705 -6.44992
C 1.73372 0.84037 3.98122
O 0.63139 1.33222 3.21659
H 2.24906 1.59596 4.51706
H 2.53455 0.39388 3.38546
H 1.19936 0.12510 4.68405
H 0.87387 2.07958 2.61782
C 3.24559 -2.43620 -0.32994
O 2.23442 -2.61884 0.72858
H 2.84002 -1.75384 -1.14696
H 3.50749 -3.32696 -0.84296
H 4.24685 -2.01821 0.04717
H 2.03512 -3.55082 0.68497
C -2.45700 2.21978 -2.12599
O -1.04248 2.37531 -2.11016
H -2.88287 1.78015 -1.24052
H -2.58966 1.44012 -2.89947
H -2.83192 3.15610 -2.43878
H -0.59580 2.89818 -2.79190
C -2.47928 -1.60549 -0.95275
O -1.76667 -1.71151 -2.12650
H -3.50366 -1.99470 -1.13507
H -2.60857 -0.61108 -0.79223
H -2.12001 -2.11310 -0.05345
H -0.88784 -1.55017 -1.84644
```

The SMILES is NC(N)=O.NC(N)=O.CC(C)O.CC(C)O.CC(C)O.CC(C)O.CC(C)O.CO.CO.CO.CO. Its electronic energy is -1884.8304 Ha. As for the multiplicity: 1. The energy above the lowest of the compared OMol25 structures with the same formula, charge and spin is 864.9 kJ/mol. The molar mass comes out at 548.8 Da. The HOMO-LUMO gap comes out at 9.27 eV.

C4H10N2O | ωB97M-V/def2-TZVPD

```
17
C4H10N2O ωB97M-V/def2-TZVPD
C 2.37284 -1.17149 -0.74920
C 2.08044 0.01880 -0.61172
N 2.24467 1.35600 -0.37412
H 3.00356 -1.98592 -0.49921
H 2.99939 1.98502 -0.60239
H 1.87473 1.49338 0.56720
C -2.59516 -0.41254 -0.03732
C -1.37289 0.18368 -0.68878
O -0.09380 0.37682 0.18977
N -0.06627 -0.39281 1.39928
H -2.84601 0.11989 0.87901
H -3.45536 -0.32824 -0.70224
H -2.40787 -1.45268 0.21525
H -1.53369 1.23635 -0.92470
H -1.07412 -0.36599 -1.58062
H 0.06051 0.25475 2.17412
H 0.80903 -0.91500 1.34569
```

The SMILES is C#CN.CCON. Its electronic energy is -342.9615 Ha. As for the multiplicity: 1. The energy above the lowest of the compared OMol25 structures with the same formula, charge and spin is 630.0 kJ/mol. The molar mass comes out at 102.1 Da. The HOMO-LUMO gap comes out at 9.16 eV.